10
Properties=species:S:1:pos:R:3:forces:R:3 method="wB97M-V/def2-TZVPD" lumo_ev=-2.2 largest_force_ev_per_a=3.12 gap_ev=6.626 e_homo_ha=-0.32613
C -0.15932 -0.58462 1.48130 -0.2 0.0 0.0
C -0.47606 -0.39073 0.04817 0.9 0.8 -2.2
N 0.17048 0.52342 -0.67008 0.3 0.4 0.2
O 0.88428 1.38697 -0.17437 0.5 0.5 0.1
O 0.01962 0.57074 -2.15404 -0.6 -0.6 -0.9
F -1.22189 -1.29017 -0.59067 0.1 0.2 0.0
Br 1.01149 1.71146 -3.44734 -1.0 -1.3 2.7
H -1.05227 -0.50284 2.10016 0.0 0.0 0.0
H 0.25556 -1.58503 1.62266 0.0 0.0 0.0
H 0.56811 0.16081 1.78421 0.0 0.0 0.0